Here is a 8-piece molecular cluster, C54H118BNO overall from the OMol25 dataset. Energies are from ωB97M-V with the def2-TZVPD basis set.

Computed properties:
- Spin multiplicity: 1
- Total charge: 0
- LUMO level: 0.323 eV
- DFT total energy: -2283.17395 hartree
- HOMO energy: -8.69 eV
- SMILES string: CCNB(COC)Cc1ccccc1C.CCCCCC.CCCCCC.CCCCCC.CCCCCC.CCCCCC.CCCCCC.CCCCCC

Last column: Mulliken charge in e.
Geometry (Å):
C  -1.1137  -0.4385  1.1890  -1.430
C  -2.5001  0.2278  1.1755  0.437
N  -2.7248  0.9419  -0.0937  -0.087
B  -4.0501  1.4845  -0.3190  -0.479
C  -4.3827  2.8693  0.4118  -0.419
O  -3.9878  2.9269  1.7815  -0.425
C  -4.8992  2.3021  2.6364  -0.371
C  -5.0742  0.7255  -1.2805  -1.433
C  -5.7740  -0.3043  -0.4164  1.134
C  -5.2369  -1.5878  -0.3633  -0.623
C  -5.8120  -2.5484  0.4591  -1.035
C  -6.9178  -2.2269  1.2231  -0.459
C  -7.4961  -0.9778  1.1575  -0.651
C  -6.9283  -0.0047  0.3277  1.571
C  -7.6183  1.3368  0.2856  -2.073
H  -0.4620  0.1835  0.5796  0.168
H  -1.1669  -1.4653  0.8424  0.542
H  -0.7585  -0.3939  2.2147  0.325
H  -2.5000  0.9649  1.9738  0.136
H  -3.2638  -0.5211  1.3897  -0.106
H  -2.4346  0.3628  -0.8757  0.220
H  -5.4080  3.2176  0.2594  0.246
H  -3.7424  3.5932  -0.1006  0.322
H  -5.1811  1.2958  2.3045  -0.049
H  -5.8122  2.8883  2.7872  0.408
H  -4.4191  2.2025  3.6078  0.304
H  -4.5072  0.2034  -2.0523  0.398
H  -5.7615  1.3854  -1.8046  0.487
H  -4.3715  -1.8240  -0.9653  0.409
H  -5.3591  -3.5290  0.4978  0.511
H  -7.3683  -2.9498  1.8897  0.531
H  -8.3783  -0.7635  1.7381  0.452
H  -8.6917  1.1756  0.2142  0.557
H  -7.3042  1.9308  -0.5635  0.270
H  -7.4366  1.9173  1.1860  0.231
C  0.2595  2.8440  2.2140  -1.376
C  1.6273  2.4512  1.6634  0.194
C  2.2838  1.3045  2.4297  0.423
C  2.5932  1.5950  3.8980  -1.074
C  3.5003  2.8011  4.1330  -0.550
C  4.8810  2.6391  3.5042  -0.992
H  0.3197  3.2070  3.2415  0.386
H  -0.1897  3.6371  1.6148  0.393
H  -0.4171  1.9896  2.1933  0.096
H  2.2857  3.3247  1.6494  0.275
H  1.5105  2.1427  0.6196  -0.002
H  3.2061  1.0181  1.9146  0.057
H  1.6296  0.4273  2.3798  -0.177
H  3.0643  0.7074  4.3331  0.418
H  1.6597  1.7383  4.4499  0.352
H  3.6155  2.9419  5.2110  0.431
H  3.0293  3.7130  3.7563  0.243
H  5.3803  1.7508  3.8956  0.116
H  5.5093  3.5028  3.7274  0.455
H  4.8227  2.5473  2.4183  0.253
C  1.5954  -3.2525  0.8458  -1.002
C  3.1169  -3.3364  0.9212  -0.724
C  3.8090  -2.0367  0.5093  0.227
C  3.5543  -1.5932  -0.9328  -0.349
C  3.9517  -2.6088  -2.0026  -0.216
C  5.4433  -2.9306  -2.0098  -1.315
H  1.2511  -3.0707  -0.1737  0.275
H  1.1384  -4.1830  1.1864  0.450
H  1.2261  -2.4431  1.4794  0.110
H  3.4696  -4.1710  0.3091  0.313
H  3.4080  -3.5695  1.9488  0.425
H  4.8851  -2.1408  0.6763  0.087
H  3.4792  -1.2348  1.1778  -0.262
H  4.1009  -0.6607  -1.1087  0.432
H  2.4954  -1.3460  -1.0563  0.237
H  3.6744  -2.2052  -2.9807  0.008
H  3.3776  -3.5314  -1.8808  0.275
H  6.0348  -2.0262  -2.1668  0.291
H  5.6826  -3.6301  -2.8120  0.403
H  5.7625  -3.3870  -1.0716  0.330
C  0.0762  4.4896  -1.8772  -1.348
C  1.3536  3.7913  -2.3353  0.265
C  2.6249  4.3828  -1.7322  -0.078
C  2.9068  5.8414  -2.0927  -0.948
C  3.0090  6.1201  -3.5916  -0.453
C  4.1512  5.3707  -4.2723  -0.967
H  0.0555  5.5367  -2.1841  0.347
H  -0.8023  4.0049  -2.3064  0.406
H  -0.0196  4.4501  -0.7900  0.136
H  1.4101  3.8073  -3.4270  0.219
H  1.2982  2.7373  -2.0488  0.182
H  3.4760  3.7646  -2.0342  0.347
H  2.5679  4.2987  -0.6423  -0.251
H  3.8413  6.1432  -1.6092  0.446
H  2.1297  6.4817  -1.6656  0.335
H  3.1583  7.1938  -3.7335  0.384
H  2.0650  5.8765  -4.0869  0.224
H  5.1100  5.6262  -3.8165  0.305
H  4.2048  5.6292  -5.3309  0.382
H  4.0208  4.2890  -4.2057  0.071
C  1.9814  0.9869  -4.5288  -0.455
C  1.8549  0.0236  -5.7049  -0.671
C  3.2025  -0.4663  -6.2317  -0.406
C  4.1162  0.6314  -6.7796  -0.758
C  3.5166  1.4630  -7.9122  -0.331
C  3.1876  0.6453  -9.1579  -1.259
H  2.5123  1.8990  -4.8069  -0.047
H  0.9961  1.2804  -4.1641  0.423
H  2.5185  0.5179  -3.7005  0.122
H  1.2819  0.4974  -6.5067  0.330
H  1.2717  -0.8452  -5.3875  0.402
H  3.0279  -1.2181  -7.0066  0.388
H  3.7310  -0.9857  -5.4256  0.020
H  5.0424  0.1665  -7.1320  0.430
H  4.4095  1.3019  -5.9666  0.257
H  4.2329  2.2432  -8.1827  0.371
H  2.6184  1.9820  -7.5663  0.227
H  4.0799  0.1467  -9.5420  0.295
H  2.7975  1.2880  -9.9484  0.395
H  2.4338  -0.1165  -8.9540  0.297
C  -4.8805  -5.4831  -6.1842  -1.236
C  -5.0212  -4.3215  -5.2045  -0.414
C  -4.8464  -4.7335  -3.7440  -0.110
C  -5.8780  -5.7384  -3.2284  -0.724
C  -7.3320  -5.2849  -3.3483  -0.495
C  -7.6355  -4.0281  -2.5388  -0.937
H  -5.6468  -6.2425  -6.0230  0.285
H  -4.9782  -5.1329  -7.2128  0.383
H  -3.9029  -5.9591  -6.0845  0.297
H  -5.9903  -3.8362  -5.3481  0.248
H  -4.2659  -3.5679  -5.4432  0.385
H  -4.8682  -3.8357  -3.1184  -0.189
H  -3.8482  -5.1643  -3.6143  0.413
H  -5.6579  -5.9497  -2.1769  0.363
H  -5.7583  -6.6894  -3.7551  0.340
H  -7.9761  -6.0961  -2.9985  0.365
H  -7.5943  -5.1201  -4.3970  0.262
H  -7.4118  -4.1849  -1.4820  0.198
H  -8.6901  -3.7607  -2.6224  0.437
H  -7.0520  -3.1735  -2.8852  0.169
C  7.4485  -0.5429  3.0006  -0.810
C  8.5197  0.5341  2.8573  -0.260
C  9.9298  -0.0286  2.6883  -0.872
C  10.4382  -0.8584  3.8683  -0.706
C  10.4521  -0.1281  5.2101  -0.360
C  11.3736  1.0880  5.2304  -1.201
H  7.6040  -1.1528  3.8920  0.256
H  6.4599  -0.0895  3.0818  0.047
H  7.4421  -1.2042  2.1314  0.313
H  8.4796  1.2070  3.7185  0.218
H  8.2856  1.1468  1.9826  0.391
H  10.6201  0.7983  2.4990  0.338
H  9.9574  -0.6521  1.7890  0.366
H  11.4526  -1.2001  3.6394  0.407
H  9.8331  -1.7643  3.9653  0.292
H  10.7799  -0.8305  5.9810  0.362
H  9.4386  0.1752  5.4866  0.254
H  12.4000  0.8017  4.9922  0.296
H  11.3767  1.5523  6.2176  0.376
H  11.0572  1.8467  4.5132  0.286
C  -8.6920  -1.8641  7.0269  -1.186
C  -7.1800  -1.8795  7.2335  -0.362
C  -6.5239  -0.5159  7.0244  -0.875
C  -6.6700  0.0588  5.6148  -0.810
C  -6.1248  -0.8292  4.4975  1.020
C  -4.6229  -1.0786  4.6025  -1.323
H  -8.9574  -1.5891  6.0049  0.268
H  -9.1172  -2.8498  7.2214  0.383
H  -9.1696  -1.1543  7.7054  0.294
H  -6.7277  -2.6236  6.5722  0.218
H  -6.9686  -2.2113  8.2534  0.410
H  -5.4633  -0.5906  7.2804  0.307
H  -6.9529  0.1972  7.7355  0.430
H  -6.1591  1.0270  5.5810  0.267
H  -7.7246  0.2713  5.4147  0.397
H  -6.3245  -0.3541  3.5351  -0.793
H  -6.6612  -1.7823  4.4785  0.431
H  -4.0702  -0.1365  4.5804  0.197
H  -4.2769  -1.6887  3.7653  0.302
H  -4.3617  -1.6055  5.5217  0.429

Force components x, y, z for each atom (eV/Å):
C -0.78 0.59 0.17
C 1.04 0.39 0.15
N -0.87 -0.56 -0.32
B 0.22 0.24 0.14
C -0.07 -0.48 0.05
O 0.03 0.27 -0.15
C -0.04 -0.15 0.39
C 0.53 0.46 -0.34
C -0.23 0.33 -0.16
C -0.44 -0.06 0.48
C 0.52 0.12 -0.24
C -0.37 -0.42 0.41
C 0.76 0.08 -0.73
C -0.17 0.16 0.28
C 0.05 -0.21 -0.17
H 0.29 -0.22 -0.10
H 0.26 -0.09 -0.15
H 0.28 -0.37 0.07
H -0.29 0.11 0.05
H -0.18 0.00 -0.03
H -0.07 -0.33 0.18
H -0.16 0.05 0.25
H 0.05 0.06 -0.13
H 0.00 -0.06 -0.16
H -0.09 0.08 -0.17
H 0.07 0.01 0.08
H 0.00 -0.14 -0.08
H -0.21 0.05 0.09
H 0.11 -0.06 -0.04
H -0.12 -0.14 0.08
H 0.10 -0.22 -0.03
H -0.15 0.14 0.07
H -0.11 0.08 -0.02
H -0.02 0.13 -0.10
H 0.09 0.06 0.13
C 0.10 0.09 -0.06
C -0.11 -0.04 0.02
C 0.07 -0.04 -0.05
C -0.09 0.03 0.03
C 0.09 -0.09 0.02
C -0.04 0.15 0.05
H 0.01 -0.02 0.01
H -0.04 -0.02 0.01
H -0.06 0.03 0.05
H 0.03 -0.02 0.00
H 0.02 0.03 -0.02
H -0.01 0.00 0.01
H 0.00 0.00 -0.02
H 0.02 0.01 0.01
H -0.01 0.00 -0.02
H -0.01 0.03 0.00
H -0.04 -0.02 -0.01
H 0.01 -0.01 -0.02
H 0.04 -0.03 -0.02
H 0.02 -0.02 0.00
C 0.07 -0.09 0.03
C -0.07 0.09 0.02
C 0.08 -0.02 0.00
C -0.08 0.00 0.02
C 0.09 0.08 -0.02
C -0.09 -0.07 -0.04
H -0.02 0.02 0.01
H -0.03 0.02 0.00
H -0.04 0.02 -0.03
H 0.04 0.02 -0.02
H 0.02 -0.02 -0.01
H 0.00 0.01 -0.02
H -0.01 -0.03 0.01
H 0.01 0.00 -0.01
H 0.00 0.01 0.02
H -0.03 -0.02 -0.01
H -0.02 0.01 0.02
H 0.01 0.00 0.03
H 0.04 0.01 0.00
H 0.01 0.02 0.01
C 0.03 -0.05 -0.09
C -0.08 0.04 0.11
C 0.10 -0.07 0.03
C -0.10 0.02 -0.01
C 0.12 0.02 0.02
C -0.11 0.03 -0.06
H 0.00 0.01 0.02
H -0.02 0.01 0.03
H 0.00 0.03 0.01
H 0.02 -0.01 0.00
H 0.01 -0.01 -0.04
H 0.01 0.00 0.01
H -0.01 0.00 0.00
H 0.01 0.00 -0.02
H -0.01 -0.01 0.01
H -0.03 0.00 -0.02
H -0.02 0.00 0.02
H 0.01 -0.04 0.02
H 0.03 -0.02 0.00
H 0.02 0.00 0.01
C -0.11 -0.05 -0.08
C 0.06 -0.02 0.12
C -0.02 -0.03 -0.07
C 0.00 0.04 0.06
C 0.07 -0.06 -0.07
C -0.06 0.10 0.03
H 0.01 0.00 0.02
H 0.02 0.02 0.03
H 0.04 0.03 0.01
H 0.02 -0.01 -0.02
H -0.02 0.00 -0.03
H 0.02 0.01 -0.01
H -0.01 0.00 0.02
H 0.00 0.01 -0.02
H 0.00 -0.01 0.01
H -0.02 0.03 0.02
H 0.01 0.00 0.03
H -0.01 -0.04 0.01
H 0.01 -0.03 -0.02
H 0.01 -0.02 -0.01
C -0.06 0.10 -0.02
C 0.10 -0.07 -0.03
C -0.01 0.05 0.06
C 0.01 -0.05 -0.06
C 0.01 0.03 0.12
C -0.09 -0.05 -0.11
H 0.01 -0.02 0.00
H 0.01 -0.03 -0.01
H -0.01 -0.03 0.02
H 0.00 0.01 0.03
H -0.03 0.03 0.00
H -0.02 -0.01 0.01
H 0.01 0.00 -0.02
H -0.02 0.00 0.01
H 0.02 0.01 0.00
H -0.01 -0.01 -0.03
H 0.03 -0.02 -0.01
H 0.03 0.05 0.01
H 0.01 0.03 0.03
H 0.01 0.01 0.05
C -0.01 0.10 0.04
C -0.05 -0.08 -0.09
C 0.05 0.05 0.01
C -0.05 -0.04 0.00
C 0.12 0.00 -0.01
C -0.10 -0.01 0.07
H 0.00 -0.02 -0.01
H -0.03 -0.06 -0.02
H 0.02 -0.03 0.02
H 0.03 0.01 0.00
H 0.00 0.03 0.02
H 0.01 -0.01 0.01
H -0.02 0.00 -0.01
H 0.01 0.01 0.02
H 0.00 0.00 -0.02
H -0.03 0.00 0.01
H -0.01 -0.02 -0.01
H 0.00 0.02 -0.03
H 0.03 0.02 -0.01
H 0.02 0.00 -0.01
C 0.07 -0.10 -0.02
C -0.09 0.05 0.06
C 0.06 0.00 0.00
C -0.07 0.02 -0.04
C 0.15 0.12 0.05
C -0.08 -0.14 -0.06
H -0.01 0.02 0.01
H -0.03 0.02 0.00
H -0.01 0.03 -0.03
H 0.03 0.02 0.00
H 0.03 -0.02 -0.01
H 0.00 0.01 -0.01
H -0.01 -0.01 0.01
H 0.01 0.00 -0.02
H 0.00 0.00 0.02
H -0.08 0.00 0.00
H 0.01 -0.01 -0.01
H 0.01 0.00 0.03
H 0.03 0.02 0.00
H 0.02 0.02 0.01